Entry 1:
Formula: C58H79N3P2SiTi
Source: OMol25
Level of theory: ωB97M-V/def2-TZVPD

Geometry as XYZ:
```
144
Properties=species:S:1:pos:R:3:forces:R:3
Ti -0.11755 -0.76702 0.02781 0.7 1.0 -0.6
C -2.92823 1.07371 2.33811 0.2 -0.2 -0.1
Si -1.13084 0.89889 1.70193 -0.4 0.3 0.6
C -0.79900 2.64992 1.04562 0.0 -0.4 -0.1
C -0.67659 3.69826 1.95451 0.0 -0.1 0.1
C -0.20345 4.94196 1.56645 0.0 0.1 0.0
C 0.21558 5.12812 0.25906 0.0 0.0 0.0
C 0.05480 4.10892 -0.66790 -0.1 0.0 -0.1
C -0.52590 2.89377 -0.30876 0.3 0.1 -0.1
P -0.77726 1.56302 -1.54685 -1.2 0.0 0.6
C -0.82238 2.38439 -3.24344 0.6 -0.4 0.1
C -1.44809 3.77938 -3.39959 -0.1 0.0 0.0
C -1.93498 3.89621 -4.85054 0.1 0.0 0.0
C -0.90051 3.31411 -5.84033 0.0 0.1 0.1
C 0.49656 3.28417 -5.21986 -0.1 -0.1 0.0
C 0.53523 2.37822 -3.97447 -0.1 0.1 -0.1
C -2.58588 1.03391 -1.48068 0.3 0.1 -0.1
C -2.77261 -0.06030 -2.57508 -0.1 0.1 -0.1
C -4.03981 0.14722 -3.40345 0.0 -0.1 0.1
C -5.23761 0.31207 -2.47147 0.1 0.1 -0.1
C -5.05308 1.49995 -1.49776 0.1 0.0 -0.1
C -3.65377 2.11652 -1.60475 -0.1 -0.1 0.2
C -0.12357 0.47478 3.28900 0.0 0.0 -0.3
C -0.69189 0.72558 4.53870 -0.1 0.1 -0.1
C -0.11621 0.26337 5.71387 0.0 0.0 0.1
C 1.04704 -0.48764 5.66527 0.0 0.0 0.0
C 1.65598 -0.72275 4.44175 0.0 0.0 0.0
C 1.09462 -0.23240 3.26884 0.1 0.0 -0.1
P 1.91596 -0.41074 1.64359 0.6 0.3 0.9
C 3.21375 0.95457 1.61136 -0.2 0.0 -0.5
C 2.65181 2.38839 1.61745 -0.1 0.0 0.1
C 2.54332 3.02322 3.00651 0.2 0.0 -0.1
C 3.88437 2.96893 3.73205 -0.2 -0.1 0.1
C 4.30600 1.51453 3.90250 0.1 0.1 -0.1
C 4.43881 0.83715 2.53940 -0.1 -0.2 0.1
C 2.99358 -1.92688 1.32068 -0.2 0.1 0.0
C 3.84201 -2.58337 2.42653 -0.2 0.0 0.2
C 3.23734 -3.84827 3.02712 0.1 0.0 -0.2
C 2.96724 -4.87559 1.93328 -0.2 0.1 0.1
C 1.90881 -4.32528 0.98506 0.2 0.0 0.0
C 2.31355 -2.97153 0.38846 0.0 -0.1 0.3
H -2.97609 1.96493 2.96734 0.1 0.0 0.0
H -3.25989 0.22145 2.93600 0.0 0.0 0.0
H -3.63298 1.24876 1.52022 0.1 0.1 0.0
H -0.91556 3.52423 2.99915 0.0 0.0 0.0
H -0.11138 5.74006 2.29195 0.0 0.0 0.0
H 0.66088 6.06495 -0.04930 0.0 0.0 0.0
H 0.40873 4.26887 -1.67333 0.0 0.0 -0.1
H -1.47715 1.69553 -3.78627 0.0 0.0 0.1
H -0.70074 4.55105 -3.24003 0.1 0.0 0.1
H -2.25291 3.97728 -2.69643 0.1 0.1 0.0
H -2.11257 4.95088 -5.06505 0.0 0.0 0.0
H -2.89172 3.38089 -4.97291 0.0 0.0 0.0
H -0.88266 3.91060 -6.75143 0.0 -0.1 0.0
H -1.18206 2.29865 -6.13199 0.0 0.0 0.0
H 0.78888 4.30130 -4.95103 0.0 0.0 0.0
H 1.22718 2.93147 -5.94806 0.0 0.0 0.0
H 1.32746 2.73041 -3.30878 0.0 0.0 0.0
H 0.77892 1.35249 -4.26927 0.0 0.0 0.0
H -2.70468 0.57532 -0.48934 0.0 0.0 -0.1
H -2.83214 -1.04209 -2.10657 0.1 -0.1 0.0
H -1.90817 -0.10513 -3.24458 0.0 -0.2 0.1
H -4.18866 -0.71863 -4.05027 0.0 0.0 0.0
H -3.94633 1.01707 -4.05741 0.0 0.0 0.0
H -5.34003 -0.62660 -1.91545 0.1 0.0 -0.3
H -6.15228 0.43071 -3.05244 0.0 0.0 0.0
H -5.23080 1.18008 -0.46513 0.0 0.1 0.0
H -5.78522 2.27824 -1.71441 -0.1 0.0 0.1
H -3.51787 2.87131 -0.82668 0.0 0.1 -0.1
H -3.58106 2.61341 -2.57043 0.0 0.0 0.1
H -1.61474 1.28928 4.60203 0.0 0.0 0.1
H -0.58712 0.47855 6.66433 0.0 0.0 0.0
H 1.49077 -0.88186 6.57021 0.0 0.0 0.0
H 2.57517 -1.29351 4.40686 0.0 0.1 0.0
H 3.60718 0.79021 0.60590 0.0 0.0 0.1
H 1.69165 2.41676 1.10125 0.0 0.1 0.0
H 3.34349 3.00502 1.03360 0.0 0.0 -0.1
H 1.79355 2.50679 3.60825 -0.1 0.0 0.0
H 2.21933 4.05721 2.89321 -0.1 0.0 0.0
H 3.80691 3.45666 4.70478 0.0 0.0 0.0
H 4.64017 3.50902 3.15300 0.0 0.0 0.0
H 3.57042 1.00609 4.52385 0.0 -0.1 0.1
H 5.26787 1.45471 4.41496 0.0 -0.1 0.0
H 4.74698 -0.20054 2.65861 0.1 0.1 -0.1
H 5.25447 1.34162 2.01137 0.0 0.0 -0.1
H 3.70145 -1.40538 0.67041 0.0 0.0 0.0
H 4.07141 -1.87491 3.22010 0.1 0.0 -0.1
H 4.79666 -2.86153 1.96990 0.0 0.0 0.0
H 2.30220 -3.61733 3.55156 0.0 0.0 0.0
H 3.93687 -4.25278 3.75994 -0.1 0.0 0.1
H 2.61769 -5.81251 2.36830 0.0 0.0 0.0
H 3.89195 -5.08902 1.38910 0.0 0.0 0.0
H 0.96993 -4.24889 1.53256 0.0 -0.1 -0.1
H 1.73358 -5.01613 0.15818 0.0 0.0 0.0
H 1.42234 -2.52539 -0.06789 0.1 -0.2 -0.2
H 3.01165 -3.17506 -0.42767 -0.1 0.1 -0.1
C 2.74430 0.45589 -1.89872 0.1 0.1 0.0
N 1.63579 -0.47342 -1.58146 -0.4 -0.7 0.0
C 1.29027 -1.27210 -2.53093 0.3 0.1 0.0
C 0.20073 -2.16754 -2.40327 -0.3 -0.4 -0.4
C -0.19620 -3.17552 -3.26978 0.2 0.2 0.1
C -1.26491 -3.83921 -2.64776 -0.1 0.0 0.1
C -1.47512 -3.20371 -1.43887 -0.1 -0.3 -0.1
N -0.60658 -2.17198 -1.27029 -0.1 -0.2 -0.4
C 4.03748 -0.19227 -2.34703 0.0 0.0 0.1
C 5.05697 -0.47730 -1.44237 0.0 0.0 0.0
C 6.25858 -1.02314 -1.86759 0.0 0.0 0.0
C 6.46185 -1.28881 -3.21331 0.0 0.0 0.0
C 5.45985 -0.99983 -4.12705 0.0 0.0 -0.1
C 4.26195 -0.44788 -3.69811 0.0 0.0 0.0
H 2.92157 1.07955 -1.02539 -0.1 0.0 -0.1
H 2.41086 1.11253 -2.70209 0.0 0.0 0.1
H 1.83113 -1.30296 -3.47593 0.0 0.0 0.0
H 0.25890 -3.40607 -4.22051 0.0 0.0 0.0
H -1.80847 -4.68989 -3.02514 0.0 0.0 0.0
H -2.17361 -3.47917 -0.66478 0.0 0.1 0.0
H 4.93585 -0.23527 -0.39375 0.1 0.0 0.0
H 7.04570 -1.21972 -1.15108 0.0 0.0 0.0
H 7.40572 -1.69041 -3.55634 0.0 0.0 0.0
H 5.62429 -1.18467 -5.18049 0.0 0.0 0.0
H 3.51014 -0.18129 -4.43325 0.0 0.0 0.0
C -5.35010 -3.40361 0.12413 -0.1 -0.4 -0.1
N -5.19520 -2.13877 0.88629 0.1 -0.1 0.1
C -6.25852 -1.15372 0.56504 -0.4 0.2 0.0
C -3.81578 -1.57629 0.74017 0.5 0.2 0.0
C -2.76845 -2.20184 1.65663 -0.3 -0.1 -0.1
C -3.16210 -2.93418 2.77622 -0.1 0.0 -0.1
C -2.24667 -3.45105 3.68089 0.1 0.0 0.0
C -0.90367 -3.24689 3.44310 0.0 -0.1 0.1
C -0.52118 -2.52505 2.32277 -0.1 0.0 -0.2
C -1.40509 -1.96497 1.39426 0.3 0.5 0.2
H -6.32164 -3.84711 0.33035 0.0 0.1 0.0
H -4.56933 -4.10022 0.42262 0.0 0.1 0.0
H -5.26771 -3.19311 -0.94038 0.0 0.1 0.0
H -5.30524 -2.36723 1.87216 0.0 0.0 0.1
H -6.16831 -0.83219 -0.46883 0.0 -0.1 0.2
H -6.16689 -0.29327 1.22460 0.1 -0.1 0.0
H -7.23528 -1.60892 0.71499 0.1 -0.1 0.0
H -3.87788 -0.50949 0.95364 -0.1 -0.2 -0.1
H -3.53120 -1.68808 -0.30628 -0.1 0.0 0.0
H -4.20370 -3.13322 3.00967 -0.1 0.0 0.0
H -2.58705 -4.00026 4.54795 0.0 0.0 0.0
H -0.15583 -3.64201 4.11952 0.0 0.0 0.0
H 0.54174 -2.40036 2.18103 0.0 -0.1 0.0
```
Forces are in eV/Å.

As for the net charge: +2. For the HOMO energy, the calculation gives -12.72 eV. The orbital gap is 7.3 eV. Its molar mass is 956.19 g mol⁻¹. For the relative energy (zero: lowest compared OMol25 entry of this formula, charge and spin), the calculation gives 0.000 eV.

Here are the Löwdin charges for atoms 1 to 6, given in e: atom 1 (Ti): 0.7908, atom 2 (C): -0.1743, atom 3 (Si): 0.6739, atom 4 (C): -0.3142, atom 5 (C): -0.0955, atom 6 (C): -0.0610

Entry 2:
Formula: C46H93Br2F3N12O15PS3
Source: OMol25
Level of theory: ωB97M-V/def2-TZVPD

Geometry as XYZ:
```
175
Properties=species:S:1:pos:R:3:forces:R:3
C 2.10736 -1.45875 2.45205 1.0 -0.1 -0.2
C 0.79972 -1.40570 2.68492 -0.2 0.0 0.3
C -0.35068 -1.85732 1.81361 -0.4 0.8 0.3
N -0.01282 -2.39151 0.46865 0.1 0.0 1.1
C 0.78903 -3.61590 0.48882 2.0 -0.5 -0.1
C 2.12282 -3.50833 -0.31984 -0.4 -0.6 0.2
C 2.99642 -4.76359 -0.08271 0.0 0.9 -0.7
F 4.07539 -4.60079 -0.91919 -0.1 -0.1 0.1
Br 3.71692 -4.87774 1.71546 -0.2 0.0 -0.3
C 2.29417 -6.07873 -0.58355 0.1 -0.5 0.3
F 3.19224 -6.87556 -1.15158 0.2 0.3 0.2
F 1.38777 -5.80905 -1.55750 0.0 0.4 0.1
Br 1.37072 -7.09362 0.79272 -0.1 0.1 -0.2
C -0.40731 -1.80469 -0.61206 -0.4 0.7 -1.1
N -1.05546 -0.56519 -0.57881 1.8 -1.0 -1.0
C -0.23294 0.55962 -0.10887 0.7 1.7 2.0
O 1.11601 0.20851 0.16340 -0.7 -0.4 -0.1
C 1.79048 1.36371 0.68600 0.9 0.1 -0.3
C 2.31993 2.29219 -0.42742 -0.3 0.4 -0.1
O 2.24561 3.63640 0.03201 0.3 -0.5 0.1
C 3.30571 4.41398 -0.52852 -0.1 1.3 -0.8
C 3.21656 4.51941 -2.08227 0.5 0.0 0.9
C -1.92638 -0.29851 -1.72504 -1.3 1.9 -0.5
C -3.30028 -1.03573 -1.54761 1.5 -1.6 0.2
S -4.46378 -0.90438 -2.94131 -1.8 1.0 -0.3
O -4.06387 -0.03620 -3.99652 0.9 -0.2 -0.1
O -5.73049 -0.58561 -2.33737 0.1 -0.5 0.6
N -2.24073 1.11295 -1.97309 -1.0 -1.5 0.5
C -3.10259 1.71620 -1.24304 -1.0 0.8 -0.3
C -3.25838 1.71458 0.28285 -0.3 -0.5 -0.8
C -4.15600 2.55182 -1.98192 1.0 0.9 0.6
O -1.42437 -0.73447 -2.99617 0.8 -0.3 0.6
C -0.22118 -1.38015 -2.94523 1.7 -0.7 -0.2
S 1.26071 -0.24094 -2.91021 0.0 0.3 0.2
P -0.00164 -2.17278 -4.69007 -1.9 -0.2 -1.3
S -1.70124 -2.23368 -5.64883 0.4 -0.3 0.3
N -0.17042 -2.40377 -1.86099 -1.5 0.7 0.1
C -1.07577 -3.51358 -2.25762 -0.3 -1.7 0.0
C -1.78504 -4.37060 -1.16585 -0.2 -0.5 -0.7
O -3.00490 -4.91539 -1.74402 1.6 0.4 -0.1
C -2.72220 -5.93203 -2.63467 1.5 1.6 0.8
O -3.55892 -6.66189 -2.92728 -2.9 -2.5 -1.2
H 2.59331 -1.15372 1.52058 -0.4 -1.3 -0.2
H 2.79411 -1.78122 3.24567 -0.2 1.4 0.2
H 0.50614 -0.98918 3.66082 -0.3 -1.4 0.0
H -1.12352 -1.07626 1.76380 0.2 -0.3 -0.3
H -0.81931 -2.71197 2.33958 0.3 0.3 -0.1
H 0.27391 -4.53570 0.19553 -0.4 0.6 -0.1
H 1.13680 -3.81062 1.51666 -0.6 0.5 -0.2
H 2.70752 -2.62440 -0.03743 -0.2 -0.3 0.1
H 1.96017 -3.47804 -1.40509 0.0 0.0 0.4
H -0.17351 1.44041 -0.76694 -0.8 -0.7 -0.5
H -0.64052 0.91634 0.86274 0.0 -0.2 -0.4
H 1.14577 1.92313 1.38256 0.2 -0.2 -0.2
H 2.66589 0.97184 1.22510 -0.5 0.1 0.1
H 3.37973 2.08794 -0.67143 -0.4 -0.3 0.1
H 1.72475 2.18467 -1.35571 0.3 -0.1 0.3
H 4.29453 4.04330 -0.20855 -0.4 -0.1 -0.2
H 3.20112 5.43242 -0.12114 -0.1 -0.4 0.1
H 3.82343 5.36199 -2.45058 0.0 -0.3 0.3
H 2.18483 4.69981 -2.41189 0.3 -0.3 0.2
H 3.62023 3.59297 -2.50415 -0.3 0.4 -0.2
H -3.09644 -2.12732 -1.47467 -0.1 0.4 -0.2
H -3.76158 -0.82183 -0.57276 -0.2 0.5 -0.7
H -4.60944 -2.16917 -3.46695 0.7 0.2 0.5
H -4.31235 1.91662 0.52918 0.4 -0.1 0.0
H -2.65588 2.55158 0.67419 -0.1 -0.4 -0.1
H -2.94203 0.74901 0.70397 0.0 0.5 0.2
H -3.97247 2.54400 -3.06216 0.0 0.0 0.4
H -5.16778 2.16290 -1.77504 0.5 -0.2 0.0
H -4.12145 3.57439 -1.56078 -0.2 -0.2 -0.4
H 2.06419 -0.74012 -1.93133 -0.7 -0.1 -0.3
H 0.88369 -1.40518 -5.47120 0.3 -0.1 0.8
H 0.58875 -3.46056 -4.54466 0.4 0.6 0.4
H -1.89223 -3.22007 -2.94744 0.5 0.5 0.4
H -0.47416 -4.23198 -2.84284 -0.1 0.4 0.3
H -2.11237 -3.83819 -0.26446 0.3 -0.1 -0.2
H -1.16572 -5.25595 -0.94542 -0.1 0.6 0.5
H -1.70828 -6.05445 -3.06601 0.1 0.6 0.6
C -5.68953 6.00582 -1.52693 0.0 0.0 -0.1
O -4.63430 6.54857 -1.25942 -0.1 -0.1 0.2
N -6.76194 5.94274 -0.71031 0.0 -0.1 -0.2
C -7.98979 5.27537 -1.09901 0.1 0.2 0.2
C -6.68081 6.56523 0.60004 0.2 0.0 -0.1
H -5.85402 5.50438 -2.49671 -0.1 0.0 0.0
H -8.81360 5.99170 -1.08281 -0.1 -0.1 0.0
H -8.20231 4.46648 -0.39637 -0.1 0.0 -0.1
H -7.90033 4.86034 -2.10153 0.1 0.0 0.0
H -6.47328 7.62986 0.48480 0.0 0.0 0.1
H -5.86461 6.11426 1.16729 0.0 0.1 0.1
H -7.61693 6.43171 1.13774 0.0 0.0 -0.1
C 5.09733 -11.36961 -2.05578 0.1 0.0 0.0
O 5.43492 -12.51161 -1.82346 -0.2 0.0 0.0
N 3.85482 -10.87251 -1.85851 0.2 0.2 -0.1
C 3.51811 -9.49502 -2.15711 -0.1 -0.6 0.1
C 2.82684 -11.75187 -1.32958 0.3 -0.1 0.0
H 5.80322 -10.62248 -2.45952 -0.1 0.0 0.0
H 3.17374 -9.00867 -1.24923 0.0 0.0 0.0
H 2.72113 -9.47422 -2.90561 0.0 0.2 0.0
H 4.38391 -8.95953 -2.54381 0.0 -0.1 0.0
H 3.13930 -12.13243 -0.35582 -0.1 -0.1 0.0
H 2.69063 -12.59913 -2.00320 -0.1 0.0 0.1
H 1.88729 -11.21223 -1.22690 0.1 0.1 0.0
C 6.60558 2.51306 -1.34530 -0.1 -0.2 -0.2
O 6.20865 3.66188 -1.47942 0.2 0.0 0.2
N 7.27935 2.05161 -0.27099 -0.1 0.0 0.0
C 7.72225 0.67439 -0.17940 0.0 0.2 0.1
C 7.56917 2.96305 0.82326 -0.1 0.1 -0.2
H 6.43759 1.74533 -2.11651 0.1 0.1 0.2
H 7.26905 0.20407 0.69752 0.1 -0.1 0.0
H 8.80945 0.64786 -0.07994 0.0 -0.2 0.0
H 7.43383 0.12020 -1.07141 0.0 0.1 0.0
H 6.63461 3.35858 1.22552 0.1 0.1 0.1
H 8.16561 3.79828 0.45324 0.0 0.0 0.1
H 8.11466 2.44519 1.60937 0.0 -0.1 -0.1
C 2.01057 2.46161 -5.06897 0.0 0.0 0.0
O 2.00204 2.74529 -3.88282 -0.2 -0.3 -0.4
N 1.28847 3.08613 -6.01593 0.1 -0.2 0.0
C 1.34510 2.69847 -7.41275 -0.2 0.2 0.1
C 0.42263 4.18673 -5.62277 0.1 -0.1 0.2
H 2.63382 1.64202 -5.46895 0.0 0.0 0.0
H 1.68667 3.54541 -8.01105 0.0 -0.1 -0.1
H 0.34966 2.39955 -7.74700 0.1 0.0 -0.1
H 2.03206 1.86507 -7.55257 0.0 0.0 0.1
H 1.02110 4.97117 -5.15726 -0.1 0.0 0.0
H -0.30848 3.83143 -4.89481 0.0 0.1 0.0
H -0.09289 4.58785 -6.49215 0.1 -0.1 0.0
C 0.20173 2.31085 3.95670 0.1 0.2 0.1
O -0.32287 1.25348 3.60918 0.0 -0.1 -0.2
N 0.55681 2.61574 5.20485 0.0 0.0 -0.2
C 1.17315 3.88690 5.53860 0.0 -0.1 0.1
C 0.31948 1.64340 6.26877 -0.2 -0.1 -0.3
H 0.42495 3.11344 3.23458 0.0 0.0 0.0
H 2.15677 3.70748 5.97592 0.0 0.1 0.0
H 0.54740 4.41267 6.26149 0.1 0.1 0.0
H 1.28657 4.50548 4.64957 0.0 -0.1 0.0
H 0.85728 0.72128 6.03828 0.0 0.0 0.1
H -0.75253 1.41649 6.33068 0.7 0.0 0.2
H 0.66377 2.03963 7.22125 0.0 0.1 -0.1
C -2.95787 1.11651 5.68765 -0.2 -0.1 -0.1
O -2.49438 0.79325 6.77337 -0.5 0.0 -0.1
N -4.14185 1.72254 5.50316 0.1 0.0 -0.1
C -4.62234 2.07513 4.18364 -0.1 0.0 0.3
C -4.96892 2.03584 6.66461 0.4 -0.1 -0.1
H -2.41559 0.92757 4.74626 0.0 0.0 0.0
H -4.77733 3.15508 4.12981 -0.1 0.0 -0.1
H -5.57013 1.56573 3.99393 0.0 0.1 -0.1
H -3.90063 1.78101 3.42126 0.0 0.0 0.1
H -4.41392 2.69459 7.33260 -0.1 0.0 0.1
H -5.20181 1.11927 7.19865 -0.1 0.1 0.1
H -5.89038 2.52103 6.35613 0.0 -0.1 0.0
C 7.58805 0.83107 -4.87367 0.1 0.0 -0.1
O 7.17985 0.68156 -3.73250 0.0 -0.1 -0.1
N 7.32360 1.89700 -5.64636 0.1 -0.1 -0.1
C 7.83894 2.01893 -6.99701 -0.1 0.2 0.2
C 6.49169 2.96425 -5.10659 0.1 -0.2 0.2
H 8.22426 0.07967 -5.36953 0.0 0.0 0.0
H 8.45818 2.91490 -7.06920 0.0 0.0 -0.1
H 7.00525 2.09976 -7.69751 0.1 0.0 -0.1
H 8.43999 1.14993 -7.25898 0.0 0.0 0.1
H 6.95737 3.37347 -4.20914 -0.2 0.1 0.0
H 5.51435 2.56131 -4.83337 0.0 0.1 0.1
H 6.36796 3.75304 -5.84516 0.1 -0.1 0.0
C -7.19281 1.18788 9.68540 0.0 0.1 0.1
O -6.88001 1.82715 8.69643 -0.2 -0.1 0.1
N -7.82633 -0.00136 9.66974 0.1 0.1 0.2
C -8.16930 -0.70917 10.88865 0.0 -0.1 -0.3
C -8.17615 -0.59140 8.38959 0.1 0.3 0.0
H -6.97306 1.54747 10.70428 0.0 0.0 0.0
H -7.67977 -1.68522 10.89181 -0.1 0.0 0.1
H -9.25119 -0.84856 10.93551 0.0 -0.1 0.1
H -7.84568 -0.14707 11.76270 0.0 0.0 -0.1
H -7.27053 -0.74465 7.80007 -0.1 0.0 -0.1
H -8.83319 0.08759 7.84362 0.0 -0.1 -0.1
H -8.67914 -1.54391 8.54006 0.0 0.0 0.1
```
Forces are in eV/Å.

As for the net charge: +1. For the HOMO energy, the calculation gives -10.56 eV. The orbital gap is 7.6 eV. Its molar mass is 1398.30 g mol⁻¹.

Here are the Löwdin charges for atoms 1 to 6, given in e: atom 1 (C): -0.0048, atom 2 (C): -0.1354, atom 3 (C): -0.0789, atom 4 (N): 0.0494, atom 5 (C): -0.1242, atom 6 (C): -0.1310

Entry 3:
Formula: C4H12
Source: OMol25
Level of theory: ωB97M-V/def2-TZVPD

Geometry as XYZ:
```
16
Properties=species:S:1:pos:R:3:forces:R:3
C 0.74234 1.96214 -1.57759 0.6 -0.2 -0.3
C 0.26935 2.97058 -0.52427 -1.0 0.4 -1.9
H -0.02360 1.23168 -1.81567 -0.1 -0.2 0.1
H 1.03865 2.38737 -2.54077 -0.2 0.3 0.2
H 1.63501 1.42090 -1.26177 -0.1 -0.1 0.2
H 0.33425 3.99070 -0.91207 0.9 0.1 0.3
H 0.77162 2.84268 0.41836 -0.3 0.1 0.4
H -0.82760 2.92624 -0.53297 0.2 -0.5 1.0
C -0.79165 -2.20211 0.40291 0.7 1.7 0.4
C -0.20381 -2.75943 1.72768 -0.1 0.3 -1.1
H -0.63071 -2.76383 -0.50941 -0.3 -0.5 0.1
H -1.81002 -1.86196 0.56147 -0.4 -0.7 -0.3
H -0.33262 -1.22200 0.18455 0.2 -0.3 0.0
H 0.59005 -2.11064 2.09096 -0.1 0.1 0.2
H 0.26130 -3.72947 1.57135 -0.3 -0.2 0.2
H -1.02590 -2.78434 2.43345 0.3 -0.4 0.4
```
Forces are in eV/Å.

For the HOMO energy, the calculation gives -11.47 eV. The orbital gap is 12.5 eV. Its molar mass is 60.14 g mol⁻¹. As for the SMILES: CC.CC. For the relative energy (zero: lowest compared OMol25 entry of this formula, charge and spin), the calculation gives 0.588 eV.

Here are the Löwdin charges for atoms 1 to 6, given in e: atom 1 (C): -0.1786, atom 2 (C): -0.1639, atom 3 (H): 0.0504, atom 4 (H): 0.0588, atom 5 (H): 0.0562, atom 6 (H): 0.0576

Which of these has the highest molar mass? C46H93Br2F3N12O15PS3